No. 1
{
  "formula": "C8H15N5",
  "method": "ωB97M-V/def2-TZVPD",
  "elements": ["C", "C", "C", "C", "C", "C", "C", "C", "N", "N", "N", "N", "N", "H", "H", "H", "H", "H", "H", "H", "H", "H", "H", "H", "H", "H", "H", "H"],
  "positions_angstrom": [[2.9057, 1.1051, 1.3439], [1.3661, 1.1850, 1.0901], [3.3497, 0.0986, 0.3546], [1.0774, 0.1716, 0.2178], [-1.6968, 0.4976, 0.3590], [-2.1453, -1.6105, -0.5158], [2.1701, -1.4551, -1.1819], [-2.0257, 2.9931, -0.1432], [2.2902, -0.4464, -0.2025], [-3.0957, -2.4987, -0.1564], [-1.6412, -1.3868, -1.6602], [-1.8307, 1.6073, 0.0255], [-1.7277, -0.7617, 0.6062], [3.1136, 0.7924, 2.4109], [0.7424, 1.7876, 1.6964], [4.2656, -0.2729, 0.0359], [3.2392, -1.6047, -1.5666], [1.9481, -2.2499, -0.4781], [1.4532, -1.2671, -1.9044], [-1.3488, 3.3236, -0.8417], [-1.9594, 3.4699, 0.8579], [-3.0233, 3.1718, -0.3972], [-3.7267, -3.1186, -0.7590], [-3.5775, -2.4266, 0.6835], [-2.1071, -1.8476, -2.4679], [0.1693, -0.1564, -0.2598], [3.4100, 2.0867, 1.3105], [-1.5949, -1.1874, 1.5425]],
  "forces_ev_per_a": [[-1.01, 0.54, 0.54], [2.01, -2.64, -0.70], [-3.12, -0.41, -0.05], [0.94, 2.06, 1.19], [-1.53, 3.19, -0.68], [-0.99, -0.74, -1.95], [4.34, -1.99, 1.27], [-0.49, 0.00, 2.48], [0.02, 3.61, 1.01], [-1.20, -1.70, -1.40], [-0.07, 0.46, 0.51], [0.66, -3.32, 1.46], [-0.16, -1.84, 0.43], [-0.20, -0.05, -0.95], [-0.60, 0.55, 0.14], [1.88, -0.24, -0.12], [-1.81, -0.18, 0.01], [-0.42, -1.25, -1.00], [-1.33, 0.40, -1.30], [1.48, 1.18, -1.46], [0.54, -0.23, -0.59], [-1.56, 0.14, -0.92], [2.12, 1.44, 0.29], [-0.52, 0.58, 1.98], [0.47, 0.18, 1.02], [0.64, -0.10, -0.12], [-0.04, -0.36, -0.37], [-0.06, 0.73, -0.74]],
  "mulliken_charge": [-0.77, -0.50, -0.07, 0.03, 0.41, 0.39, -0.76, -0.74, 0.11, -0.40, -0.55, 0.03, -0.28, 0.38, 0.47, 0.46, 0.27, 0.39, 0.31, 0.33, 0.35, 0.38, 0.29, 0.20, 0.26, 0.21, 0.43, 0.37],
  "orbital_gap_ha": 0.341,
  "charge": 2,
  "e_above_lowest_kcal_mol": 104.67,
  "molar_mass_g_mol": 181.2,
  "total_energy_ev": -15970.84055,
  "lumo_energy_ev": -7.30
}

No. 2
{
  "formula": "C5H17N3",
  "method": "ωB97M-V/def2-TZVPD",
  "elements": ["C", "C", "C", "N", "H", "H", "H", "H", "H", "H", "H", "H", "H", "N", "C", "C", "N", "H", "H", "H", "H", "H", "H", "H", "H"],
  "positions_angstrom": [[0.2517, -1.8171, 1.6284], [-1.1072, -1.4537, 1.0741], [-2.1606, -2.5211, 1.3283], [1.2006, -0.6971, 1.4535], [0.7098, -2.6644, 1.1045], [0.1819, -2.1527, 2.6687], [-1.0659, -1.2522, 0.0081], [-1.4117, -0.5228, 1.5661], [-2.2159, -2.8356, 2.3762], [-1.9370, -3.4246, 0.7592], [-3.1554, -2.1523, 1.0851], [2.1321, -1.0168, 1.6665], [0.9522, 0.0584, 2.0780], [0.8784, 3.3092, -0.6516], [0.0685, 2.2649, -1.2794], [0.8894, 0.9818, -1.5264], [0.1047, 0.0532, -2.3070], [1.0071, 3.1010, 0.3328], [0.3522, 4.1743, -0.6765], [-0.3921, 2.6092, -2.1999], [-0.7409, 1.9025, -0.6255], [1.7652, 1.2231, -2.1323], [1.1875, 0.6716, -0.5161], [0.6311, -0.7389, -2.6370], [-0.7259, -0.3101, -1.8780]],
  "forces_ev_per_a": [[0.93, 0.01, -0.35], [-0.30, -0.05, 0.59], [-0.05, -0.20, 0.32], [-0.57, -0.43, 0.02], [-0.32, 0.00, -0.16], [-0.26, 0.14, 0.13], [0.26, 0.09, -0.11], [-0.06, 0.03, -0.09], [0.19, 0.18, -0.01], [-0.16, 0.02, -0.14], [-0.03, -0.12, -0.26], [0.20, 0.18, 0.15], [0.17, 0.07, 0.12], [-0.28, 0.07, -0.09], [0.12, -1.09, 0.30], [-0.15, 1.18, 0.05], [-0.09, -0.31, -0.53], [0.10, -0.05, -0.06], [0.12, 0.09, 0.02], [0.15, 0.18, -0.16], [-0.26, 0.35, -0.06], [0.10, 0.07, 0.22], [0.22, -0.46, -0.36], [0.21, -0.05, 0.03], [-0.23, 0.10, 0.44]],
  "mulliken_charge": [-0.72, 0.40, -1.38, -0.45, 0.33, 0.31, -0.28, 0.29, 0.34, 0.34, 0.37, 0.20, 0.19, -0.64, -0.50, 0.01, -0.61, 0.22, 0.24, 0.46, 0.15, 0.39, -0.06, 0.22, 0.18],
  "orbital_gap_ha": 0.353,
  "e_above_lowest_kcal_mol": 3.17,
  "smiles": "CCCN.NCCN",
  "molar_mass_g_mol": 119.2,
  "total_energy_ev": -9930.62611,
  "lumo_energy_ev": 0.98
}

No. 3
{
  "formula": "C4H14N4",
  "method": "ωB97M-V/def2-TZVPD",
  "elements": ["C", "C", "C", "N", "N", "N", "H", "H", "H", "H", "H", "H", "H", "H", "H", "C", "N", "H", "H", "H", "H", "H"],
  "positions_angstrom": [[1.3682, -0.5935, 1.0277], [-0.5470, 1.0145, 0.8602], [0.6948, 0.6032, 0.3822], [-1.5334, 0.0680, 1.0394], [-0.9562, 2.3467, 0.8200], [1.6578, 1.5804, -0.0359], [-1.3230, -0.7636, 0.4401], [-2.4687, 0.3886, 0.8342], [-0.2560, 3.0159, 1.1092], [-1.8741, 2.5188, 1.2028], [2.3128, 1.8545, 0.6886], [1.2423, 2.4062, -0.4447], [0.7048, -1.4580, 0.9920], [2.2598, -0.8447, 0.4529], [1.6745, -0.3935, 2.0596], [-0.6260, -1.1414, -1.7231], [-0.3250, -2.4821, -1.2168], [0.6782, -2.6210, -1.1696], [-0.7253, -3.2052, -1.8082], [-1.7105, -1.0353, -1.8031], [-0.2479, -0.9614, -2.7416], [-0.0003, -0.2972, -0.9659]],
  "forces_ev_per_a": [[-0.44, -0.24, -0.85], [0.98, -0.06, -1.59], [0.25, 1.33, 2.42], [-0.01, -1.26, -0.29], [-0.05, -0.27, -0.04], [-0.10, 0.18, -0.12], [-0.42, 0.82, 0.93], [-0.02, 0.09, 0.05], [-0.14, -0.09, 0.06], [0.16, 0.09, 0.03], [0.02, 0.01, 0.01], [0.01, -0.04, -0.05], [0.12, -0.11, 0.30], [0.05, -0.05, -0.03], [-0.09, 0.00, -0.04], [1.70, 1.36, 0.70], [-0.11, -0.09, 0.14], [-0.15, -0.09, -0.06], [0.18, 0.10, 0.08], [0.07, 0.33, 0.39], [0.06, 0.01, 0.12], [-2.09, -2.00, -2.16]],
  "mulliken_charge": [-1.26, 0.23, 0.62, -0.62, -0.55, -0.70, 0.26, 0.27, 0.21, 0.22, 0.22, 0.23, 0.34, 0.35, 0.36, -0.93, -0.47, 0.18, 0.22, 0.29, 0.34, 0.20],
  "orbital_gap_ha": 0.276,
  "e_above_lowest_kcal_mol": 47.63,
  "smiles": "CC(N)=C(N)N.CN",
  "molar_mass_g_mol": 118.2,
  "total_energy_ev": -10333.73919,
  "lumo_energy_ev": 0.89
}

No. 4
{
  "formula": "C18H39N4OPSiSn",
  "method": "ωB97M-V/def2-TZVPD",
  "elements": ["Sn", "Si", "P", "N", "H", "C", "H", "H", "H", "C", "H", "H", "H", "C", "H", "H", "H", "C", "H", "H", "H", "H", "H", "C", "C", "C", "C", "C", "C", "H", "H", "H", "H", "H", "C", "O", "C", "H", "H", "H", "C", "H", "H", "H", "C", "N", "C", "C", "N", "N", "C", "C", "H", "H", "H", "H", "H", "H", "H", "H", "H", "H", "H", "H", "H"],
  "positions_angstrom": [[-0.3455, -0.3157, -0.0463], [0.0797, -2.3141, -1.5837], [0.5107, 1.1975, -2.2048], [-2.1543, 0.3500, 0.0813], [3.0849, 0.9094, 0.3982], [0.8335, 3.0222, -2.2240], [1.1368, 3.4331, -3.2049], [1.6400, 3.2253, -1.4955], [-0.0607, 3.5536, -1.8715], [1.9491, 0.6022, -3.2500], [2.1537, 1.2543, -4.1208], [1.7680, -0.4273, -3.5992], [2.8468, 0.5670, -2.6064], [-0.8716, 1.1035, -3.4851], [-0.6780, 1.7015, -4.4021], [-1.8043, 1.4708, -3.0146], [-1.0491, 0.0531, -3.7731], [1.7972, -3.0096, -1.6482], [2.2407, -3.1460, -0.6455], [2.4861, -2.4048, -2.2399], [1.6525, -3.9967, -2.1358], [-0.8352, -3.2458, -0.8334], [-0.3684, -1.9334, -2.9676], [-3.3530, 0.0525, -0.3673], [-5.6437, 0.8517, -0.1597], [-4.3005, 1.0009, 0.1355], [-3.7810, -1.0348, -1.2354], [-5.1435, -1.1343, -1.5163], [-6.0562, -0.2039, -0.9793], [-6.3272, 1.5845, 0.2669], [-3.8316, 1.7934, 0.7386], [-3.0029, -1.7239, -1.6190], [-5.4907, -1.9513, -2.1609], [-7.1160, -0.3064, -1.2020], [3.2590, -0.0644, 0.8628], [2.3649, -1.0663, 0.8246], [3.2069, 0.5237, 2.2981], [4.1350, 1.0965, 2.4179], [3.1283, -0.2112, 3.1273], [2.3496, 1.1649, 2.3600], [4.6398, -0.3041, 0.2781], [4.9999, 0.7272, 0.1523], [4.6032, -0.7400, -0.7305], [5.2629, -0.9239, 0.9359], [0.0092, -3.2067, 3.6960], [-0.3369, -1.8718, 4.1569], [0.1141, -1.5769, 5.5042], [-0.4825, -0.8550, 3.2264], [-0.0238, -1.0118, 1.9780], [-1.0881, 0.2721, 3.6407], [-2.0828, 0.2474, 4.6994], [-1.1688, 1.4314, 2.7466], [-0.2837, -3.9012, 4.4866], [1.0877, -3.3086, 3.5145], [-0.5574, -3.4483, 2.7904], [-0.0754, -0.5473, 5.7805], [-0.4031, -2.2248, 6.2178], [1.1695, -1.8138, 5.6293], [0.8226, -1.6084, 1.8825], [-1.7530, 0.8597, 5.5511], [-3.0492, 0.6363, 4.3619], [-2.2110, -0.7965, 5.0156], [-0.1915, 1.5993, 2.3367], [-1.8990, 1.2914, 1.9545], [-1.4595, 2.2934, 3.3610]],
  "forces_ev_per_a": [[-0.14, -1.78, -0.10], [0.16, 0.01, 0.73], [0.30, 1.23, -2.28], [3.11, 0.18, 0.94], [-1.43, 0.36, -1.41], [0.24, 0.11, 0.62], [-0.22, -0.47, 0.36], [-0.29, -0.02, -0.34], [0.18, -0.16, -0.10], [0.17, -0.28, 0.66], [-0.34, -0.22, 0.51], [-0.04, 0.39, 0.11], [-0.31, 0.05, -0.28], [-0.29, -0.16, 0.58], [0.21, -0.31, 0.72], [0.42, -0.18, -0.18], [0.13, 0.45, 0.14], [0.05, -0.80, 0.06], [-0.32, 0.19, -0.45], [-0.07, -0.05, 0.02], [0.42, 0.37, 0.14], [0.08, 0.00, -0.60], [-0.15, -0.22, 0.39], [-1.48, -0.06, -0.93], [0.69, 0.17, 0.19], [-0.45, -0.77, -0.63], [0.32, 1.20, 0.91], [0.15, 0.28, 0.22], [-0.38, -0.43, -0.30], [-0.22, -0.29, -0.27], [-0.73, -0.29, -0.29], [-0.69, 0.34, 0.18], [-0.01, 0.39, 0.28], [0.18, -0.05, -0.02], [-0.26, 0.43, 1.75], [-1.47, -0.46, -1.71], [1.77, -0.54, 0.36], [-0.24, 0.33, 0.50], [0.21, 0.07, -0.63], [-0.47, 0.47, 0.13], [0.28, 0.00, 0.29], [0.82, -0.46, 0.16], [-0.20, -0.08, 0.33], [0.15, 0.17, -0.27], [-0.09, 0.04, -0.04], [0.04, 0.55, -0.67], [-0.10, -0.36, 0.38], [0.48, -0.48, -0.71], [-0.14, 0.15, 0.71], [-0.41, 0.05, -0.53], [-0.05, -0.37, 0.44], [-0.33, 0.13, 1.02], [0.08, -0.03, -0.11], [-0.13, -0.06, -0.06], [0.22, 0.06, 0.18], [0.17, 0.02, -0.06], [-0.18, 0.09, -0.05], [0.28, 0.19, -0.18], [-0.26, 0.65, 0.13], [-0.12, -0.17, -0.14], [0.21, -0.07, -0.20], [-0.17, 0.49, 0.05], [0.52, 0.26, -0.31], [-0.04, -0.14, -0.20], [0.23, -0.15, -0.12]],
  "mulliken_charge": [0.34, 0.38, 0.68, -0.40, -0.28, -1.30, 0.39, 0.36, 0.37, -1.07, 0.42, 0.26, 0.26, -1.08, 0.40, 0.28, 0.28, -0.88, 0.19, 0.24, 0.41, -0.18, -0.16, 0.87, -0.50, -0.53, -0.23, -0.43, -0.50, 0.33, 0.19, 0.04, 0.35, 0.33, 0.95, -0.72, -1.19, 0.47, 0.19, 0.16, -1.57, 0.43, 0.27, 0.36, -1.04, 0.15, -1.18, 0.54, 0.07, 0.25, -1.29, -1.26, 0.34, 0.37, 0.25, 0.37, 0.34, 0.38, 0.29, 0.34, 0.41, 0.42, 0.20, 0.38, 0.46],
  "orbital_gap_ha": [0.193, 0.193],
  "molar_mass_g_mol": 505.3,
  "total_energy_ev": -50299.61181,
  "lumo_energy_ev": [-0.70, -0.70]
}